[1]
Molecular formula: C5H11O3Tb
Method: DFT, ωB97M-V/def2-TZVPD

```
20
Properties=species:S:1:pos:R:3:forces:R:3
C 1.131389 0.231955 1.262328 -0.7112 -0.5361 0.8533
O 0.410798 0.753229 0.116399 -0.0381 0.1129 0.5192
C -0.054070 -0.193668 -0.799315 0.0418 -0.0935 -0.3979
C -0.872612 -1.317547 -0.172667 0.4759 -0.3306 -0.5592
O -1.797294 -0.821768 0.788554 -0.1157 -0.1793 0.7539
C -2.936013 -0.162976 0.255002 -0.5403 0.3186 -0.4661
H 1.695667 1.085428 1.672244 0.3255 -0.4594 -0.4236
H 1.719690 -0.679876 1.035717 0.2561 0.7571 -0.1773
H 0.778659 -0.677929 -1.344915 -0.2131 0.1918 0.0624
H -0.665369 0.373437 -1.515221 0.2478 -0.2291 0.0691
H -0.234690 -2.032674 0.361516 -0.1074 0.1515 -0.0603
H -1.397282 -1.875365 -0.962732 0.0279 0.1192 0.2526
H -2.644679 0.759523 -0.267231 -0.1118 -0.2809 0.0911
H -3.462422 -0.845275 -0.427600 0.1054 0.2596 0.1655
H -3.602165 0.085646 1.088455 0.1140 -0.0641 -0.1569
Tb -0.722537 -0.135328 2.800761 0.2243 0.2350 -0.4601
O 2.856969 1.989205 -1.957049 -0.4497 -1.0488 1.8361
C 3.057951 1.356688 -0.929405 2.0840 0.9751 -2.1519
H 3.508936 1.847903 -0.041268 -0.8134 0.0615 0.1216
H 3.229082 0.259395 -0.963579 -0.8018 0.0395 0.1282
```
Positions in Å, forces in eV/Å.

Total charge = +1
Kohn-Sham gap (spin up / spin down) = 7.49 / 6.42 eV
<S²> = 15.815
Calculated total energy = -33929.12523 eV
Multiplicity = 8


[2]
Molecular formula: C5H11O4Pm
Method: DFT, ωB97M-V/def2-TZVPD

```
21
Properties=species:S:1:pos:R:3:forces:R:3
O 0.594524 -1.857541 -1.743298 -3.3049 1.5809 1.8388
Pm 1.691821 -0.901590 -0.152761 0.6124 -0.8635 -3.3183
O 1.513595 -0.673634 1.837043 -0.3469 0.2572 1.0527
C 0.368170 -1.112753 2.484575 -0.9252 -0.7360 1.1713
C -0.883664 -0.933947 1.629422 -0.7970 1.3113 0.6126
O -0.591466 -1.501994 0.360356 1.3688 1.7808 0.0494
C -1.126093 -1.137280 -0.938426 1.8847 -5.0152 -1.0297
C -0.663396 1.128828 -1.255713 0.5357 1.2259 1.2444
O 0.723028 1.074003 -1.115530 -0.0382 -0.8618 -0.0115
C 1.483647 2.236204 -1.420782 -0.1567 0.6268 0.1002
H 0.188438 -0.565284 3.431194 0.1385 -0.2828 -0.3227
H 0.452538 -2.193517 2.726893 0.0270 0.4650 0.0646
H -1.092476 0.137976 1.483334 -0.0053 -0.2390 0.2521
H -1.772692 -1.419887 2.058209 0.2907 0.1223 -0.0165
H -1.853177 -0.994364 -1.766895 1.0055 2.6981 -0.4513
H -1.941190 -1.867976 -0.767744 -0.1206 -1.9107 -0.4146
H -1.068653 1.393139 -0.273788 -0.5480 -0.0098 -0.4869
H -1.018597 1.669253 -2.138062 0.0214 -0.4576 0.1132
H 2.532129 1.919939 -1.479331 -0.2071 0.2454 -0.2702
H 1.096946 2.646945 -2.361226 0.4908 0.0510 0.1522
H 1.366568 2.953480 -0.597471 0.0743 0.0116 -0.3298
```
Positions in Å, forces in eV/Å.

Total charge = +1
Kohn-Sham gap (spin up / spin down) = 7.99 / 8.78 eV
<S²> = 8.782
Calculated total energy = -30092.43759 eV
Multiplicity = 6


[3]
Molecular formula: C5H11P
Method: DFT, ωB97M-V/def2-TZVPD

```
17
Properties=species:S:1:pos:R:3:forces:R:3
C 0.850292 -0.171195 0.574384 -1.6488 -1.1864 -0.5938
C 0.511931 -1.735697 0.523719 -0.3238 2.7601 -1.9140
C -0.141619 0.931696 0.181058 -0.7061 -1.3023 -0.2580
C -0.005272 1.429403 -1.226183 -0.0563 0.8458 0.1998
C -1.313557 1.237243 1.102481 1.2705 -0.9895 2.0074
P 0.387301 -2.236216 -1.214062 -0.5456 -0.2437 0.9525
H 1.164441 -0.001260 1.528229 0.5759 0.5976 3.1366
H 1.748444 -0.038877 0.056483 1.3651 0.2174 -1.4517
H -0.253744 -2.064550 1.194677 -0.3071 -0.3108 0.4124
H -0.279338 0.615964 -2.004886 0.9960 1.2421 1.0058
H 1.071982 1.862884 -1.223046 -1.5747 -0.9487 -0.9883
H -0.707013 2.292433 -1.393423 0.6512 -0.7547 0.0310
H -2.329107 0.902386 0.845243 0.3233 0.0983 -0.4941
H -1.387351 2.291274 1.474719 0.1732 -0.6333 -0.6416
H -1.040659 0.618167 2.036333 -0.7077 0.9964 -1.0204
H -0.042684 -3.568997 -0.951019 0.5350 0.0003 -0.4162
H 1.765952 -2.364658 -1.504707 -0.0201 -0.3885 0.0326
```
Positions in Å, forces in eV/Å.

Total charge = 0
Kohn-Sham gap (spin up / spin down) = 7.15 / 8.60 eV
Calculated total energy = -14647.40538 eV
Multiplicity = 1


[4]
Molecular formula: C5H12AsBeF6O9
Method: DFT, ωB97M-V/def2-TZVPD

```
34
Properties=species:S:1:pos:R:3:forces:R:3
Be -7.813313 -7.662149 15.245330 0.6242 -2.8252 3.3827
C -7.463412 -10.535403 15.984279 -0.2907 1.8166 3.6245
O -7.348296 -11.336946 16.969194 0.3862 -1.4881 -1.3521
O -6.467878 -9.863103 15.532314 0.7088 0.8302 -1.8182
O -8.647936 -10.070475 15.733530 -1.4730 1.0389 -2.1235
C -7.617077 -7.578568 18.185512 -0.1268 -4.9618 -1.5284
O -6.664395 -7.085874 17.473126 0.7212 1.9619 -1.2920
O -7.385605 -8.488431 19.056140 0.3657 2.0201 1.5165
O -8.808512 -7.595500 17.669991 -1.3868 1.9890 -1.2567
As -4.171812 -7.183685 13.390386 -0.9791 -0.4702 2.3137
F -4.447847 -5.422906 13.138740 0.3400 -0.9681 -0.0407
F -3.614783 -6.909960 15.050637 0.0040 0.2983 -1.5602
F -3.895585 -8.897521 13.657874 -0.0893 1.1229 -0.6417
F -4.877548 -7.531677 11.819329 0.4761 0.3041 0.0604
F -2.561403 -6.978982 12.712517 -0.4565 -0.0481 0.0517
F -5.838474 -7.252309 14.048503 0.5853 0.0262 -0.4757
C -7.303124 -4.272026 13.579771 0.6760 -0.5929 -0.6295
O -7.621372 -5.127143 14.648715 -0.4949 0.2874 0.3134
H -7.159588 -4.934945 12.724303 -0.1930 0.1587 -0.1494
H -8.062504 -3.514233 13.355757 -0.2194 -0.0437 0.1188
H -6.328185 -3.789509 13.688231 -0.0383 0.0535 0.2794
H -7.501140 -4.648389 15.476397 0.0861 -0.5412 0.3047
C -7.745435 -9.119775 12.244078 -1.8784 -1.2290 -1.2267
O -8.383730 -7.959309 12.784849 0.7742 0.2034 0.7390
H -7.135796 -8.925780 11.360210 0.6147 0.3718 0.5288
H -7.331203 -9.824071 12.963276 0.4601 0.8634 0.6021
H -8.603516 -9.673101 11.827397 0.1131 -0.4253 -0.1222
H -8.497230 -7.351704 12.051089 0.1258 0.2351 0.2048
C -10.886844 -5.886669 14.748303 0.3003 -1.2439 -0.6043
O -10.308478 -7.204599 14.774353 0.5788 1.0554 0.7741
H -10.724236 -5.313181 15.658585 0.0669 -0.6430 0.3982
H -10.390166 -5.306180 13.966041 -0.3504 0.1130 -0.3191
H -11.948100 -6.067020 14.570771 -0.2071 0.7824 -0.0722
H -10.803697 -7.808342 14.217088 0.1763 -0.0520 -0.0002
```
Positions in Å, forces in eV/Å.

Total charge = -3
Kohn-Sham gap = 2.69 eV
Calculated total energy = -101347.06306 eV
Multiplicity = 1


[5]
Molecular formula: C5H12BN
Method: DFT, ωB97M-V/def2-TZVPD

```
19
Properties=species:S:1:pos:R:3:forces:R:3
B -1.568491 -0.821969 1.523353 0.0664 1.9588 -0.1494
C -1.895924 -0.030074 0.253917 -0.1290 -1.5622 -0.7187
C -1.248390 1.293448 0.013977 -0.3098 0.2634 0.2640
C 0.046185 1.247200 -0.783650 -2.1111 -0.2407 -2.6065
C 2.731897 -0.839857 0.492706 -1.1692 -3.4800 -5.0524
C 1.503087 -0.344339 -0.233891 1.9654 1.9716 -0.2841
N 1.136862 0.844875 -0.061686 0.7343 -0.9094 1.4336
H -1.812209 -1.891596 1.786994 -0.2504 -1.7968 -0.0574
H -1.995786 -0.551865 -0.713069 -0.1049 -0.1359 0.4299
H -2.948920 -0.062398 0.696453 0.2927 0.6789 -0.3478
H -1.808113 1.992614 -0.551799 -1.3587 0.2895 -0.8110
H -1.145217 1.839554 0.935946 0.6622 0.0456 0.6402
H -0.075722 0.639913 -1.796926 -0.1097 0.8731 1.7764
H 0.127815 2.262230 -1.075823 0.6827 1.0961 -0.5410
H 3.622815 -0.291536 0.688153 0.0873 0.9611 -0.0073
H -1.347103 -0.090186 2.421066 0.3877 0.0893 0.5017
H 2.348166 -1.378435 1.299359 0.0387 -1.1739 1.5935
H 2.895416 -1.635485 -0.453894 0.9966 1.2016 3.0843
H 1.179149 -0.893822 -1.147851 -0.3712 -0.1301 0.8520
```
Positions in Å, forces in eV/Å.

Total charge = 0
SMILES string = BCCC/N=C/C
Kohn-Sham gap = 10.55 eV
Calculated total energy = -7542.86416 eV
Multiplicity = 1


[6]
Molecular formula: C5H12BN
Method: DFT, ωB97M-V/def2-TZVPD

```
19
Properties=species:S:1:pos:R:3:forces:R:3
B 0.367397 -0.408184 -0.005038 2.6448 -4.7694 1.0578
C 2.435911 0.441673 1.293794 5.2406 0.2700 6.0026
C 1.747575 0.285579 0.211256 -4.4827 -1.4081 -5.4368
C 0.008640 -2.108566 0.233066 0.8375 0.3879 1.2325
C -0.550270 1.742026 -0.496126 -0.1058 2.0014 0.9977
C -2.122284 -0.075773 -0.721045 2.1216 -0.5493 -0.6086
N -0.766856 0.377727 -0.336001 -3.9575 1.0601 -2.3048
H 3.412698 0.973908 1.262922 -0.6560 -0.2346 -0.1422
H 2.346630 -0.019296 2.300664 -0.7370 0.1238 -0.8700
H 2.237921 0.716002 -0.674620 -0.5441 0.5559 0.1713
H -0.317380 -2.830268 -0.614035 0.8248 1.6238 0.8123
H -0.762524 -2.345813 1.038139 0.8877 0.4110 -0.6535
H 1.030786 -2.434093 0.636408 -1.5241 -0.1380 -0.5730
H -1.159292 2.290570 0.294589 0.5469 -0.1289 -0.9242
H 0.521021 1.930456 -0.271300 -0.7508 0.2544 -0.2719
H -0.851866 2.064675 -1.503621 -0.0911 0.1233 0.2861
H -2.159734 -1.124529 -0.839113 0.1179 -1.2245 0.7326
H -2.899055 0.307083 -0.148814 -1.0532 0.5680 2.1432
H -2.519327 0.216814 -1.661132 0.6803 1.0732 -1.6511
```
Positions in Å, forces in eV/Å.

Total charge = 0
Kohn-Sham gap (spin up / spin down) = 4.50 / 5.09 eV
<S²> = 2.009
Calculated total energy = -7539.63069 eV
Multiplicity = 3


[7]
Molecular formula: C5H12Cl
Method: DFT, ωB97M-V/def2-TZVPD

```
18
Properties=species:S:1:pos:R:3:forces:R:3
Cl -2.008364 0.985424 -2.955657 -1.3971 0.7003 -0.8858
H -1.289571 1.400860 0.233990 0.3128 0.2344 0.1846
C -0.189394 1.455593 0.313566 -0.5703 0.2026 -0.0655
C 0.381360 0.165248 -0.243440 0.4664 -0.0286 0.1515
C 0.091598 0.044475 -1.710641 2.7221 0.1610 -0.7112
C -0.024727 -1.090140 0.491522 -0.1818 -0.2650 0.7100
C 0.430258 -1.073158 1.948175 0.0999 1.2221 0.3020
H 0.150927 2.304095 -0.297535 -0.1325 -0.1756 0.2157
H 0.096105 1.639422 1.354349 -0.0787 -0.0460 -0.2326
H 1.469289 0.223209 -0.091582 0.1455 0.1013 -0.5387
H -1.020791 0.291333 -2.079058 0.1569 -0.4605 0.7668
H 0.646935 0.814949 -2.306630 -0.4746 -0.7257 0.4586
H 0.301448 -0.959124 -2.112202 -0.2964 0.3257 -0.0018
H -1.123603 -1.092090 0.453673 0.1339 -0.6897 -0.0375
H 0.440098 -1.987285 0.036172 -0.6175 0.4466 -0.1995
H 0.193250 -1.981310 2.484888 -0.1511 -0.2396 0.0447
H 1.532325 -0.922462 2.018623 -0.6719 -0.0280 -0.0443
H -0.077144 -0.219041 2.461785 0.5345 -0.7354 -0.1170
```
Positions in Å, forces in eV/Å.

Total charge = 0
Kohn-Sham gap (spin up / spin down) = 10.70 / 8.62 eV
<S²> = 0.755
Calculated total energy = -17900.09792 eV
Multiplicity = 2


[8]
Molecular formula: C5H12ClOP
Method: DFT, ωB97M-V/def2-TZVPD

```
20
Properties=species:S:1:pos:R:3:forces:R:3
C -1.059372 2.074316 1.193074 -1.6743 0.9773 0.3151
C 0.143952 2.656328 -0.825848 2.6298 -3.2576 -0.5169
C 0.846956 -1.897188 -2.019903 0.7736 4.3486 3.4291
C -0.642199 -2.766986 2.458524 1.4515 0.4748 -3.6677
C -0.004506 1.791806 0.139636 -0.2063 -2.0831 0.7007
O -2.992695 -1.201419 2.255015 -1.0806 0.0577 0.8781
P -1.831538 -1.577413 1.473932 1.5285 -0.9649 -0.6963
Cl 0.130052 -1.278992 3.074952 0.4706 -0.0640 0.3958
H -1.966853 2.675554 0.637896 2.3765 -1.1504 1.7196
H -1.582363 1.284049 1.802349 0.7862 0.1984 -1.1659
H -0.546057 2.657040 2.002584 -0.7659 0.0858 -0.7166
H -0.394393 3.481807 -0.805811 -2.3360 3.8807 -0.4832
H 1.032694 -2.851899 -1.866130 -0.0289 -4.8223 0.5609
H 0.869901 2.414085 -1.575545 0.2242 0.4775 -0.4795
H 1.207180 -1.630629 -2.925490 0.7050 0.9162 -3.1383
H -0.133773 -1.503648 -1.795785 -0.1837 -0.2543 -0.0274
H 1.614685 -1.437520 -1.294217 -1.2726 -0.1759 -0.7974
H -0.864864 -3.494034 3.140200 -1.2423 -1.1136 2.5263
H 0.115727 -3.364198 1.810573 -1.1056 1.5742 0.5121
H 0.656873 0.876219 0.076885 -1.0497 0.8947 0.6513
```
Positions in Å, forces in eV/Å.

Total charge = 0
Kohn-Sham gap = 9.32 eV
Calculated total energy = -29235.29078 eV
Multiplicity = 1


[9]
Molecular formula: C5H12F7MgNO7S2
Method: DFT, ωB97M-V/def2-TZVPD

```
35
Properties=species:S:1:pos:R:3:forces:R:3
Mg -0.602637 -0.327419 -0.086044 -1.7742 -1.5732 -0.3913
C 3.297303 0.435470 -0.440713 -1.1203 -0.0285 0.0592
F 3.371021 -0.042471 0.773736 0.2434 0.0559 0.6105
F 4.237868 1.294401 -0.702418 0.6257 0.4304 0.0653
F 3.379912 -0.586316 -1.274453 0.0399 -0.2910 -0.6158
S 1.619550 1.300598 -0.714444 -1.5032 -0.3662 0.0960
O 1.861335 2.695182 -0.941848 0.1301 -0.9044 0.3598
O 0.936439 0.564697 -1.764319 0.2564 -0.4045 0.1714
N 0.623214 0.892159 0.652059 4.0778 2.5223 -1.3194
S 0.902634 2.113777 1.632719 -0.1486 1.6465 3.5373
O 2.285437 2.267752 2.014365 -0.1068 -0.4248 -0.7049
O 0.193187 3.320838 1.315089 -0.3774 -0.5270 -0.2209
C 0.141544 1.462664 3.230294 -0.3120 -0.1575 -1.2209
F 0.804731 0.402339 3.636688 0.5283 -0.6770 0.1994
F 0.170399 2.373524 4.167195 0.3845 0.8935 0.4702
F -1.121797 1.124192 3.039054 -0.6506 -0.1709 -0.3000
F -1.704637 -1.088710 1.219517 0.3025 0.2851 -0.6761
C 1.391427 -2.957539 -0.822459 -0.5668 0.3113 0.2043
O 0.701242 -2.013082 0.028857 0.6655 -0.5923 0.2237
H 2.219826 -3.407372 -0.276186 0.0622 0.0624 -0.1113
H 0.682185 -3.732761 -1.122495 0.1614 -0.0104 -0.1395
H 1.752960 -2.406954 -1.684642 0.0103 -0.0851 -0.0203
H 0.604662 -2.448947 0.885863 -0.2664 0.3728 0.0403
C -2.854228 1.790986 -0.124035 -0.0981 0.0197 0.2680
O -1.702996 1.319609 -0.853555 -0.5916 0.4804 0.1168
H -3.261684 0.914789 0.378284 -0.2306 0.0661 -0.1950
H -2.622453 2.521534 0.655634 0.4725 -0.0555 -0.1468
H -3.548397 2.271680 -0.813793 -0.1867 -0.3190 0.0266
H -1.447126 2.005649 -1.478112 0.3134 -0.1207 0.0892
C -2.289723 -2.232083 -1.605499 -0.5050 -0.0883 1.2729
O -1.231120 -1.269563 -1.738782 -0.5321 -0.7460 -1.0017
H -2.771184 -2.510728 -2.537188 0.2906 0.0985 -0.2132
H -1.931270 -3.103539 -1.054666 0.2415 -0.1038 -0.3889
H -3.034944 -1.816932 -0.922766 -0.0304 0.1615 -0.2503
H -1.052697 -1.127426 -2.670928 0.1947 0.2398 0.1053
```
Positions in Å, forces in eV/Å.

Total charge = 0
Kohn-Sham gap = 10.32 eV
Calculated total energy = -67341.49412 eV
Multiplicity = 1


[10]
Molecular formula: C5H12IN4O
Method: DFT, ωB97M-V/def2-TZVPD

```
23
Properties=species:S:1:pos:R:3:forces:R:3
N -0.155845 1.838614 1.296958 -0.3112 -0.3989 -0.2879
C -1.479895 2.115555 1.254536 0.1034 1.0127 0.1185
N -2.076769 3.332277 1.239374 0.8994 -0.0081 0.3394
C -3.353653 3.100840 1.172173 -0.6937 -0.4239 -0.1709
N -3.613253 1.786883 1.115584 0.0295 0.5176 0.0720
N -2.419346 1.169474 1.198001 -0.0584 -1.0439 -0.2297
I -2.159160 -0.853268 1.148568 -0.0582 0.1327 0.0037
H 0.294144 1.512817 0.457475 0.2925 -0.3355 -0.0057
H 0.412457 2.022986 2.100066 0.0128 0.3923 0.0791
H -4.151806 3.815944 1.131267 -0.0875 0.2881 0.0121
H -4.496156 1.312173 1.015923 0.0231 -0.2706 0.0078
C 1.590963 -2.609473 -0.148433 -0.1336 0.1311 0.0668
C 1.496148 -1.427238 -1.102856 0.3045 -0.2586 0.0148
C 2.381646 -1.621087 -2.321858 -0.0213 0.1946 -0.0519
O 1.830928 -0.208525 -0.421800 -0.3420 0.0954 0.0306
H 2.612274 -2.730286 0.219055 0.0374 -0.0205 -0.0772
H 0.954154 -2.445513 0.722021 -0.0402 -0.0257 0.0326
H 1.289341 -3.537069 -0.635550 0.0249 0.0053 -0.0061
H 0.460216 -1.301193 -1.424453 -0.0245 0.0871 0.0176
H 3.428831 -1.707713 -2.022125 -0.0042 -0.0779 0.0325
H 2.302847 -0.766362 -2.993407 -0.0358 -0.0155 -0.0102
H 2.106477 -2.521539 -2.871025 0.0075 -0.0089 0.0233
H 2.745460 -0.278298 -0.129495 0.0756 0.0310 -0.0110
```
Positions in Å, forces in eV/Å.

Total charge = +1
Kohn-Sham gap = 8.08 eV
Calculated total energy = -21480.52211 eV
Multiplicity = 1


ΔE to the lowest compared entry with this formula, charge and spin (eV)
2.535; 4.703; 3.917; 1.829; 2.639; 0.747; 0.497; 3.874; 0.000; 0.000